Computed, not measured: a 7-piece molecular cluster, C42H86N8O9PS2 overall at a distorted geometry, with ωB97M-V/def2-TZVPD.

Element x y z (Å)
1 C 4.11204 -1.07209 6.99862
2 C 3.13801 -0.68298 6.03025
3 N 2.56208 -0.42319 4.62234
4 C 1.97898 -1.48620 3.92176
5 C 1.47860 -0.98314 2.40709
6 C -0.14300 -0.78252 2.47117
7 C 2.14823 -2.10584 1.41993
8 C 1.09042 -3.14768 0.72593
9 C 0.51790 -4.26045 1.83581
10 C 0.34031 -5.76695 1.19158
11 O -0.94630 -5.87031 0.44691
12 C -1.39900 -7.28112 0.38783
13 C 2.48702 0.29969 2.31538
14 C 2.46107 1.31582 1.03859
15 C 1.18924 1.15543 0.02168
16 C -0.00573 2.28852 0.31544
17 C -0.77504 2.53198 -1.10970
18 N -2.20250 2.05639 -1.17294
19 C -2.37320 0.58755 -0.89572
20 C -2.67967 -0.12726 -2.37684
21 C -1.21453 -0.47107 -3.04182
22 C -0.91032 0.57057 -4.27882
23 C -3.17348 2.93787 -0.43334
24 S -3.74711 4.32654 -1.29944
25 S -3.86384 2.68834 1.28698
26 C -5.65178 2.09520 0.96542
27 C -6.69024 2.48729 2.17143
28 C -7.66196 1.17266 2.52464
29 C 2.55027 0.91629 3.85561
30 P 1.09763 2.13410 4.30369
31 O 1.81171 3.67038 4.72590
32 O 0.22688 1.53757 5.71026
33 H 4.95157 -1.32925 7.80695
34 H 1.84964 -2.58511 4.30379
35 H -0.58598 -1.00312 1.38627
36 H -0.69183 -1.56958 3.18205
37 H -0.50221 0.30706 2.73726
38 H 2.86288 -2.76766 2.10988
39 H 2.87235 -1.60858 0.61849
40 H 1.71426 -3.80408 -0.05216
41 H 0.23073 -2.61396 0.13444
42 H -0.53616 -3.86948 2.16740
43 H 1.26631 -4.37953 2.75395
44 H 0.24138 -6.52406 2.10284
45 H 1.24319 -6.12253 0.53690
46 H -1.95091 -7.54802 1.40957
47 H -2.13593 -7.37368 -0.54654
48 H -0.47932 -7.98113 0.18955
49 H 3.55655 -0.22322 2.22492
50 H 3.43922 1.09934 0.39302
51 H 2.55543 2.41845 1.43840
52 H 0.75981 0.06304 -0.07250
53 H 1.60125 1.42279 -1.06660
54 H -0.71518 1.90019 1.16653
55 H 0.50915 3.26930 0.73918
56 H -0.80617 3.71448 -1.27206
57 H -0.21584 2.10638 -2.05555
58 H -3.28360 0.29693 -0.22131
59 H -1.43379 0.03256 -0.47566
60 H -3.33422 0.56911 -3.05280
61 H -3.26318 -1.13244 -2.12822
62 H -1.17738 -1.55851 -3.48712
63 H -0.30774 -0.37864 -2.29596
64 H 0.25523 0.80258 -4.23264
65 H -1.23979 0.16493 -5.33111
66 H -1.44211 1.59413 -3.98304
67 H -6.09087 2.55288 -0.04526
68 H -5.58026 0.92880 0.89791
69 H -6.16277 2.77710 3.17629
70 H -7.45775 3.35484 1.88297
71 H -7.41046 0.23857 1.86038
72 H -7.57146 0.89345 3.68176
73 H -8.81220 1.40717 2.33172
74 H 3.56297 1.47986 4.03887
75 H 1.29816 4.38841 4.22937
76 H -0.45771 0.84698 5.39578
77 C 1.50317 -5.89935 6.48642
78 C 0.47474 -5.06739 5.77253
79 O 0.76741 -4.32277 4.84066
80 N -0.82162 -5.15646 6.18832
81 C -1.36118 -5.96612 7.25497
82 H 2.48805 -5.72275 6.04451
83 H 1.54294 -5.61894 7.54230
84 H 1.26292 -6.96067 6.38210
85 H -1.45562 -4.56777 5.66050
86 H -2.11486 -6.63187 6.82775
87 H -1.83707 -5.30046 7.97894
88 H -0.59521 -6.55966 7.75658
89 C 0.27124 1.55251 -9.39498
90 C 0.16693 1.85120 -7.92551
91 O -0.57917 1.22084 -7.18088
92 N 0.93489 2.85978 -7.42115
93 C 1.86525 3.70893 -8.12669
94 H -0.39830 0.72569 -9.64906
95 H -0.02632 2.42920 -9.97634
96 H 1.29400 1.25811 -9.64459
97 H 0.81066 3.00175 -6.42540
98 H 2.85114 3.58276 -7.67296
99 H 1.54103 4.74482 -8.00203
100 H 1.92231 3.47204 -9.19027
101 C -0.31609 -8.31446 10.42913
102 C 0.64083 -8.82552 9.38865
103 O 0.27394 -9.13674 8.25859
104 N 1.95669 -8.94018 9.73031
105 C 2.57882 -8.62842 10.99529
106 H -1.32628 -8.27802 10.01122
107 H -0.32312 -8.98575 11.29193
108 H -0.03162 -7.30395 10.73399
109 H 2.53930 -9.29049 8.97867
110 H 3.34338 -7.86802 10.81921
111 H 3.05420 -9.53685 11.37277
112 H 1.86361 -8.25997 11.73238
113 C 6.84586 3.32657 -5.71896
114 C 5.75696 4.07839 -6.43208
115 O 4.71060 3.53908 -6.78245
116 N 5.95652 5.40328 -6.68939
117 C 7.10731 6.21087 -6.36091
118 H 6.54367 2.28390 -5.58487
119 H 7.76384 3.34668 -6.31225
120 H 7.01889 3.76571 -4.73295
121 H 5.18043 5.84163 -7.17174
122 H 6.77407 7.03306 -5.72316
123 H 7.51318 6.61733 -7.29030
124 H 7.88233 5.64227 -5.84453
125 C 7.14148 8.00145 -10.08275
126 C 7.15618 9.11563 -9.07386
127 O 6.82508 8.94340 -7.90373
128 N 7.55386 10.35211 -9.49139
129 C 7.97672 10.75273 -10.81241
130 H 6.80309 7.07812 -9.60375
131 H 6.45086 8.24238 -10.89521
132 H 8.14915 7.83852 -10.47397
133 H 7.53769 11.05016 -8.75682
134 H 8.99383 11.14495 -10.73880
135 H 7.30868 11.54576 -11.15671
136 H 7.95704 9.92677 -11.52515
137 C -10.75806 0.52402 0.20510
138 C -10.65932 -0.61037 1.18636
139 O -9.57979 -1.03081 1.59422
140 N -11.81884 -1.17854 1.62686
141 C -13.17346 -0.82989 1.26924
142 H -9.75417 0.87318 -0.05326
143 H -11.25191 0.18491 -0.70935
144 H -11.30937 1.35627 0.65056
145 H -11.67238 -1.93527 2.28491
146 H -13.70423 -0.55011 2.18236
147 H -13.64721 -1.71250 0.83303
148 H -13.21760 -0.00479 0.55661

## Properties
E_LUMO: -3.9 eV
Kohn-Sham gap: 5.5 eV
charge: +1

Atomic partial charges in e from the Löwdin method, atoms 1 to 6:
1. C 0.14
2. C -0.01
3. N -0.08
4. C 0.14
5. C -0.33
6. C -0.04